Entry 1:
# C5H9NS

C5H9NS in the gas phase at a distorted geometry (ωB97M-V with the def2-TZVPD basis set, the Open Molecules 2025 dataset).

Last column: Löwdin charge in e.
Element x y z (Å)
C  -1.90395  -0.96579  -0.04888  -0.10
C  -0.34792  -0.95180  -0.07443  -0.21
C  0.31495  0.30815  0.52143  -0.41
C  0.08715  1.58420  -0.26640  -0.04
N  1.69639  0.08781  0.62720  0.08
C  2.78763  -0.09956  0.22207  -0.75
S  4.33831  -0.41486  -0.11916  0.60
H  -2.25910  -1.83490  -0.71399  0.10
H  -2.33873  -0.97423  0.95718  0.07
H  -2.28452  -0.05539  -0.51765  0.05
H  -0.02464  -1.87281  0.40956  0.11
H  -0.01360  -0.99065  -1.14278  0.12
H  -0.07604  0.41108  1.51565  0.14
H  0.30834  1.49257  -1.33455  0.09
H  0.65955  2.39283  0.19274  0.09
H  -0.94381  1.88334  -0.22798  0.07

- HOMO: -8.9 eV
- Relative energy (zero: lowest compared OMol25 entry of this formula, charge and spin): 21.2 kJ/mol
- SMILES: CC[C@H](C)N=C=S
- Gap between HOMO and LUMO: 9.793 eV
- 2S+1: 1
- Net charge: 0
- Molar mass: 115.20 Da


Entry 2:
# C5H9NS

C5H9NS in the gas phase at a distorted geometry (ωB97M-V with the def2-TZVPD basis set, the Open Molecules 2025 dataset).

Last column: Löwdin charge in e.
Element x y z (Å)
C  -0.77194  -2.06566  1.45787  -0.39
S  0.59885  -1.36983  0.41819  0.84
C  0.29496  0.40910  -0.12430  -0.77
C  -0.86112  0.52993  -1.09887  -0.11
C  1.53847  0.94978  -0.92457  -0.09
C  0.27914  1.25197  1.07543  -0.28
N  0.16105  2.03832  1.88214  0.17
H  -0.95037  -1.54265  2.39030  0.02
H  -1.74370  -2.13586  0.83815  0.06
H  -0.48940  -3.10302  1.67924  0.03
H  -1.15953  1.58103  -1.23252  0.09
H  -0.56387  0.20881  -2.13197  0.10
H  -1.76552  -0.00462  -0.77658  0.08
H  2.42451  1.22269  -0.36304  0.08
H  1.20695  1.84552  -1.45198  0.09
H  1.80150  0.18450  -1.63747  0.07

- HOMO: -9.2 eV
- Relative energy (zero: lowest compared OMol25 entry of this formula, charge and spin): 74.3 kJ/mol
- SMILES: CSC(C)(C)C#N
- Gap between HOMO and LUMO: 9.925 eV
- 2S+1: 1
- Net charge: 0
- Molar mass: 115.20 Da


Entry 3:
# C5H9NS

C5H9NS in the gas phase at a distorted geometry (ωB97M-V with the def2-TZVPD basis set, the Open Molecules 2025 dataset).

Last column: Löwdin charge in e.
Element x y z (Å)
C  1.75908  1.06194  1.19893  0.05
C  0.69684  0.46848  0.65582  -0.34
C  -0.51999  1.16434  0.19381  -0.27
C  -0.56091  2.59111  0.60898  -0.12
N  0.85971  -0.92101  0.36687  -0.02
C  0.14626  -1.77633  -0.45244  -0.73
S  -1.14685  -1.49123  -1.33428  0.68
H  1.77938  2.09248  1.57849  0.06
H  2.65854  0.56452  1.57201  0.06
H  -0.53327  1.06624  -0.87058  0.07
H  -1.37085  0.59178  0.62215  0.12
H  0.28949  3.17247  0.27988  0.07
H  -1.48665  3.08349  0.22224  0.09
H  -0.49896  2.72836  1.66575  0.07
H  1.67555  -1.31115  0.85026  0.14
H  0.69069  -2.73868  -0.37036  0.07

- HOMO: -8.5 eV
- Relative energy (zero: lowest compared OMol25 entry of this formula, charge and spin): 89.3 kJ/mol
- SMILES: C=C(CC)NC=S
- Gap between HOMO and LUMO: 9.074 eV
- 2S+1: 1
- Net charge: 0
- Molar mass: 115.20 Da


Entry 4:
# C5H9NS

2 unconnected molecules or ions with the total composition C5H9NS at a distorted geometry (ωB97M-V with the def2-TZVPD basis set, the Open Molecules 2025 dataset).

Last column: Löwdin charge in e.
Element x y z (Å)
C  -2.30476  1.14142  -0.09849  0.06
C  -1.13546  1.76328  0.10028  -0.25
C  0.17298  1.18572  0.01327  -0.68
C  0.54869  -1.08273  -1.12761  -0.23
C  1.26517  -1.24190  1.15981  -0.20
N  0.19790  -0.91642  0.24397  -0.17
S  1.60548  1.78260  -0.08047  0.81
H  -3.26070  1.69539  -0.15097  0.08
H  -2.30260  0.06443  -0.17431  0.06
H  -1.02593  2.89118  0.25848  0.12
H  1.58606  -0.82075  -1.30489  0.06
H  0.27577  -2.04382  -1.45912  0.06
H  -0.04710  -0.34225  -1.70353  0.07
H  0.62458  -1.39233  2.06825  0.08
H  1.79303  -2.21523  0.90882  0.10
H  2.00689  -0.46859  1.34650  0.03

- HOMO: -8.0 eV
- Relative energy (zero: lowest compared OMol25 entry of this formula, charge and spin): 415.0 kJ/mol
- Gap between HOMO and LUMO: 7.217 eV
- 2S+1: 1
- Net charge: 0
- Molar mass: 115.20 Da


Entry 5:
# C5H9NS

2 unconnected molecules or ions with the total composition C5H9NS at a distorted geometry (ωB97M-V with the def2-TZVPD basis set, the Open Molecules 2025 dataset).

Last column: Mulliken spin population.
Element x y z (Å)
C  -0.34276  -0.67694  -1.24002  -0.03
C  1.50012  -1.77569  -0.11874  0.00
C  -1.13332  1.31412  1.23342  0.02
C  0.03819  -1.42280  -0.18909  0.07
C  0.20820  1.52627  0.54660  0.67
N  -0.70338  -0.01096  -2.24021  0.02
S  0.20172  2.48270  -0.78332  1.20
H  1.97712  -1.34772  0.74164  0.00
H  1.53066  -2.85857  -0.20803  0.00
H  1.80123  -1.27232  -1.11331  0.00
H  -1.84312  2.07749  1.11369  0.01
H  -1.10857  0.93029  2.26164  0.01
H  -1.79801  0.60923  0.67247  0.04
H  -0.71892  -1.69256  0.57757  0.00
H  1.15602  1.12561  0.92121  0.02
H  -0.76518  0.99186  -2.17553  -0.01

- HOMO (alpha / beta): -6.7 / -8.5 eV
- Relative energy (zero: lowest compared OMol25 entry of this formula, charge and spin): 122.0 kJ/mol
- Gap between HOMO and LUMO (alpha / beta): 7.617 / 5.993 eV
- 2S+1: 3
- ⟨S²⟩: 2.006
- Net charge: 0
- Molar mass: 115.20 Da


Entry 6:
# C5H9O

A gas-phase ion, C5H9O (charge -2) at a distorted geometry (ωB97M-V with the def2-TZVPD basis set, the Open Molecules 2025 dataset).

Last column: Mulliken spin population.
Element x y z (Å)
C  -1.86209  -0.15924  0.09093  -0.03
O  -3.17846  -0.21326  -0.35189  0.00
C  -0.86642  -0.25270  -1.10842  0.03
C  0.68814  -0.47981  -0.67875  1.30
C  0.90394  0.11996  0.73467  -0.06
C  2.03583  0.83919  1.09948  2.40
H  -1.77122  0.82757  0.53649  0.00
H  -1.46814  -0.97190  0.73952  -0.03
H  -1.00534  0.67529  -1.61422  0.01
H  -1.10930  -1.18799  -1.81993  -0.04
H  0.99924  -1.53675  -0.51940  -0.32
H  1.39993  0.03501  -1.31358  -0.30
H  0.34159  -0.20918  1.53492  0.32
H  2.79273  1.36887  0.48843  -1.32
H  2.09958  1.14493  2.18176  -0.97

- HOMO (alpha / beta): 4.0 / 0.4 eV
- Relative energy (zero: lowest compared OMol25 entry of this formula, charge and spin): 66.5 kJ/mol
- Gap between HOMO and LUMO (alpha / beta): 3.162 / 6.758 eV
- 2S+1: 2
- ⟨S²⟩: 0.751
- Net charge: -2
- Molar mass: 85.13 Da


Question: The lowest molar mass belongs to which entry?
Answer: C5H9O


Question: Among the records above, which one has the highest relative energy (zero: lowest compared OMol25 entry of this formula, charge and spin)?
Answer: number 4


Question: Among the records above, which one has the highest 2S+1?
Answer: number 5